[1]
C8H8 as an isolated structure in a non-equilibrium geometry, computed with ωB97M-V/def2-TZVPD.

```
16
Properties=species:S:1:pos:R:3
C 0.325 1.576 0.717
C 0.800 1.998 1.887
C 0.806 -0.243 0.179
C -0.492 0.415 0.399
C -1.387 0.171 -0.570
C -0.967 -1.017 -1.340
C -0.522 -2.201 -0.540
C 0.498 -1.333 -0.949
H 0.274 2.283 -0.117
H 1.771 2.453 1.973
H 0.237 1.783 2.794
H 1.382 -0.668 1.001
H -2.292 0.703 -0.795
H -1.458 -1.193 -2.294
H -0.262 -3.245 -0.666
H 1.288 -1.484 -1.679
```

As for the molar mass: 104.15 g/mol. The calculation puts the energy relative to the best compared isomer or geometry (same formula, charge and spin) at 824.1 kJ/mol. Its total charge is 0. Its HOMO energy is -7.3 eV. For the HOMO-LUMO gap, the calculation gives 6.016 eV.

Atomic charges from the Mulliken analysis, expressed in e, are listed below: atom 1 (C): -0.2710, atom 2 (C): -0.8001, atom 3 (C): -0.4194, atom 4 (C): 0.4795, atom 5 (C): -0.7413, atom 6 (C): -0.3246, atom 7 (C): -0.4747, atom 8 (C): -0.3421, atom 9 (H): 0.3426, atom 10 (H): 0.2971, atom 11 (H): 0.2764, atom 12 (H): 0.3560, atom 13 (H): 0.4623, atom 14 (H): 0.4231, atom 15 (H): 0.3152, atom 16 (H): 0.4208



[2]
C8H8 as an isolated structure in a non-equilibrium geometry, computed with ωB97M-V/def2-TZVPD.

```
16
Properties=species:S:1:pos:R:3
C -0.874 -1.419 0.252
C 0.449 -1.654 0.118
C 1.992 0.430 0.304
C 1.017 1.321 0.373
C -1.146 0.000 -0.106
C -2.244 0.748 0.027
C 1.154 -0.504 -0.565
C 0.149 0.616 -0.551
H -1.582 -2.011 0.599
H 0.862 -2.522 0.360
H 2.910 0.500 0.803
H 1.060 2.197 0.953
H -2.298 1.746 -0.140
H -3.126 0.257 0.393
H 1.778 -0.740 -1.377
H -0.103 1.037 -1.444
```

As for the molar mass: 104.15 g/mol. The calculation puts the energy relative to the best compared isomer or geometry (same formula, charge and spin) at 305.7 kJ/mol. Its total charge is 0. Its HOMO energy is -8.4 eV. For the HOMO-LUMO gap, the calculation gives 9.554 eV.

Atomic charges from the Mulliken analysis, expressed in e, are listed below: atom 1 (C): -0.7938, atom 2 (C): -0.8087, atom 3 (C): -0.4491, atom 4 (C): -0.7752, atom 5 (C): 0.6871, atom 6 (C): -1.0939, atom 7 (C): -0.1577, atom 8 (C): -0.1916, atom 9 (H): 0.5694, atom 10 (H): 0.5479, atom 11 (H): 0.4253, atom 12 (H): 0.4294, atom 13 (H): 0.3808, atom 14 (H): 0.2641, atom 15 (H): 0.4327, atom 16 (H): 0.5335



[3]
C8H8Br2N2O as an isolated structure in a non-equilibrium geometry, computed with ωB97M-V/def2-TZVPD.

```
21
Properties=species:S:1:pos:R:3
C -0.752 1.491 -1.548
C 0.118 -0.840 1.148
C 0.580 1.576 -1.963
C -0.012 0.058 0.138
C -1.118 0.612 -0.537
C 1.561 -0.706 1.726
C 2.295 -0.200 0.502
C -2.905 -0.864 0.084
N 1.581 1.242 -1.230
N 1.323 0.541 -0.139
O -2.402 0.406 -0.313
Br 2.826 -1.828 -0.641
Br 3.914 0.788 0.859
H -1.560 1.998 -2.061
H -0.584 -1.592 1.763
H 0.807 2.276 -2.849
H 1.542 0.080 2.411
H 1.990 -1.662 2.109
H -3.230 -0.878 1.196
H -2.110 -1.589 -0.245
H -3.864 -0.908 -0.412
```

As for the molar mass: 307.97 g/mol. The calculation puts the energy relative to the best compared isomer or geometry (same formula, charge and spin) at 0.0 kJ/mol. Its total charge is 0. Its HOMO energy is -7.6 eV. For the HOMO-LUMO gap, the calculation gives 7.378 eV.

Atomic charges from the Mulliken analysis, expressed in e, are listed below: atom 1 (C): -0.5859, atom 2 (C): -0.2940, atom 3 (C): -0.2785, atom 4 (C): 0.6875, atom 5 (C): 0.4218, atom 6 (C): -0.5932, atom 7 (C): -0.1142, atom 8 (C): -0.6713, atom 9 (N): -1.1044, atom 10 (N): 0.7856, atom 11 (O): -0.4904, atom 12 (Br): -0.1699, atom 13 (Br): -0.0852, atom 14 (H): 0.4049, atom 15 (H): 0.1966, atom 16 (H): 0.3041, atom 17 (H): 0.3303, atom 18 (H): 0.4098, atom 19 (H): 0.2195, atom 20 (H): 0.3913, atom 21 (H): 0.2355



[4]
C8H8BrI as an isolated structure in a non-equilibrium geometry, computed with ωB97M-V/def2-TZVPD.

```
18
Properties=species:S:1:pos:R:3
C 2.189 0.269 1.324
C 1.861 -0.907 0.638
C 1.240 1.285 1.413
C 0.544 -1.038 0.119
C -0.025 1.069 0.973
C -0.446 -0.111 0.251
C -1.218 0.014 -1.958
C -1.717 -0.276 -0.532
Br -2.271 -2.148 -0.290
I -3.429 0.956 -0.060
H 3.125 0.435 1.859
H 2.471 -1.722 0.348
H 1.564 2.239 1.824
H 0.360 -1.951 -0.333
H -0.966 1.772 1.100
H -2.040 -0.033 -2.686
H -0.706 0.954 -1.838
H -0.534 -0.809 -2.152
```

As for the molar mass: 310.96 g/mol. The calculation puts the energy relative to the best compared isomer or geometry (same formula, charge and spin) at 0.0 kJ/mol. Its total charge is 0. Its HOMO energy is -9.3 eV. For the HOMO-LUMO gap, the calculation gives 9.420 eV.

Atomic charges from the Mulliken analysis, expressed in e, are listed below: atom 1 (C): -0.2559, atom 2 (C): -0.8767, atom 3 (C): -0.5845, atom 4 (C): -0.2904, atom 5 (C): 0.0323, atom 6 (C): 0.3794, atom 7 (C): -1.1315, atom 8 (C): -0.0057, atom 9 (Br): -0.0779, atom 10 (I): 0.1497, atom 11 (H): 0.3514, atom 12 (H): 0.3822, atom 13 (H): 0.3691, atom 14 (H): 0.4191, atom 15 (H): -0.0202, atom 16 (H): 0.3608, atom 17 (H): 0.4118, atom 18 (H): 0.3870



[5]
A 2-piece molecular cluster, C8H8BrN2O3P overall in a non-equilibrium geometry, computed with ωB97M-V/def2-TZVPD.

```
23
Properties=species:S:1:pos:R:3
C -0.290 -4.025 -4.298
C -0.507 -2.734 -3.728
N -0.328 -1.601 -2.695
C 0.219 -0.362 -3.366
O -0.451 0.483 -4.155
O 1.653 -0.034 -3.068
P -1.832 -1.305 -1.789
O -1.676 0.370 -1.219
Br -3.692 -1.412 -3.085
H -0.084 -5.114 -4.743
H 1.606 0.242 -2.087
H -1.074 0.359 -0.417
N -0.213 0.068 2.648
C -0.788 1.290 2.661
C -0.142 2.442 3.081
C 1.174 2.336 3.519
C 1.793 1.090 3.519
C 1.066 -0.003 3.077
H -1.817 1.320 2.313
H -0.653 3.398 3.068
H 1.712 3.216 3.857
H 2.818 0.974 3.854
H 1.507 -0.996 3.055
```

As for the molar mass: 291.04 g/mol. The structure (SMILES) is C#CN(C(=O)O)P(O)Br.c1ccncc1. The calculation puts the energy relative to the best compared isomer or geometry (same formula, charge and spin) at 445.4 kJ/mol. Its total charge is 0. Its HOMO energy is -9.3 eV. For the HOMO-LUMO gap, the calculation gives 8.911 eV.

Atomic charges from the Mulliken analysis, expressed in e, are listed below: atom 1 (C): -0.2492, atom 2 (C): -0.2003, atom 3 (N): 0.0757, atom 4 (C): 0.4880, atom 5 (O): -0.4360, atom 6 (O): -0.4364, atom 7 (P): 0.3408, atom 8 (O): -0.5015, atom 9 (Br): -0.1525, atom 10 (H): 0.3603, atom 11 (H): 0.3452, atom 12 (H): 0.3536, atom 13 (N): -0.5403, atom 14 (C): -0.1944, atom 15 (C): -0.3943, atom 16 (C): -0.1497, atom 17 (C): -0.3805, atom 18 (C): -0.1877, atom 19 (H): 0.4205, atom 20 (H): 0.3547, atom 21 (H): 0.3586, atom 22 (H): 0.3503, atom 23 (H): 0.3751



[6]
The molecule C8H8Cl2O3 in a non-equilibrium geometry, computed with ωB97M-V/def2-TZVPD.

```
21
Properties=species:S:1:pos:R:3
C 2.334 -0.538 0.070
C 1.796 0.682 0.483
C 1.248 -1.309 0.566
C -1.133 1.698 -0.235
C 0.476 0.039 0.840
C -1.755 -0.746 0.400
C -0.256 -0.029 -1.680
C -0.679 0.257 -0.186
O 0.878 -2.444 0.690
O -0.647 2.572 0.392
O 0.095 0.373 2.117
Cl 3.844 -0.918 -0.722
Cl 2.261 2.308 0.140
H -2.040 1.880 -0.944
H -1.559 -1.885 0.312
H -2.821 -0.664 -0.001
H -1.643 -0.383 1.511
H -0.118 -1.029 -1.805
H 0.711 0.382 -2.059
H -1.014 0.266 -2.415
H 0.020 -0.512 2.525
```

As for the molar mass: 223.06 g/mol. The structure (SMILES) is CC(C)(C=O)[C@@]1(O)C(=O)C(Cl)=C1Cl. The calculation puts the energy relative to the best compared isomer or geometry (same formula, charge and spin) at 15.7 kJ/mol. Its total charge is 0. Its HOMO energy is -9.7 eV. For the HOMO-LUMO gap, the calculation gives 9.206 eV.

Atomic charges from the Mulliken analysis, expressed in e, are listed below: atom 1 (C): 0.3795, atom 2 (C): -0.7609, atom 3 (C): -0.3227, atom 4 (C): -0.2325, atom 5 (C): 1.3896, atom 6 (C): -1.3119, atom 7 (C): -1.8278, atom 8 (C): 1.4792, atom 9 (O): -0.5634, atom 10 (O): -0.3914, atom 11 (O): -0.6008, atom 12 (Cl): -0.1910, atom 13 (Cl): -0.0913, atom 14 (H): 0.2340, atom 15 (H): 0.2495, atom 16 (H): 0.3548, atom 17 (H): 0.4233, atom 18 (H): 0.5372, atom 19 (H): 0.3216, atom 20 (H): 0.4453, atom 21 (H): 0.4798